1.
Entry from the OMol25 dataset: C22H35HfNO4P2 as an isolated structure at a distorted geometry (ωB97M-V/def2-TZVPD).

Structure (XYZ):
```
65
C22H35HfNO4P2 (ωB97M-V/def2-TZVPD)
P 0.38236 -0.70842 -1.07675
P -0.59876 0.46378 -2.80422
C -0.86895 -1.99830 -2.29561
C -0.61164 -1.23128 -3.60052
H -1.93227 -1.91478 -2.00854
H -0.55913 -3.06213 -2.37344
H 0.36866 -1.42800 -4.06868
H -1.40623 -1.35722 -4.35822
C -2.15636 1.13576 -3.56963
H -2.66887 1.88039 -2.94423
H -2.86796 0.31899 -3.75495
H -1.91301 1.61187 -4.53618
C 0.67826 1.21579 -3.88939
H 0.44759 0.88153 -4.91876
H 1.69434 0.86943 -3.64429
H 0.67916 2.31745 -3.90111
C -1.52691 -4.61525 -0.77942
H -1.67626 -5.26741 0.09536
H -1.18125 -5.29709 -1.56362
H -2.49883 -4.25670 -1.15428
C 2.05049 -0.83839 -1.85682
H 2.61020 0.10277 -1.77442
H 2.05849 -1.17105 -2.90902
H 2.62659 -1.57756 -1.29368
Hf -0.16050 -2.96117 -0.36713
C 0.93892 3.85663 1.09529
C -0.20119 4.24611 0.49518
C -0.39278 4.53081 -0.97878
C -0.81092 3.36131 -1.90995
C -0.62524 1.96044 -1.31292
C 0.61639 1.68228 -0.61427
C 1.81954 2.46455 -0.88117
C 2.15407 3.27243 0.40678
C 1.84740 -3.76638 -0.72013
H 1.08899 3.99431 2.17267
H -1.07224 4.51695 1.10291
H 0.48976 5.04129 -1.40817
H -1.19641 5.28876 -0.99599
H -1.87958 3.48476 -2.15127
H -0.32878 3.46483 -2.90629
H -1.51438 1.63910 -0.74028
H 0.57440 1.26766 0.41449
H 1.65160 3.12302 -1.74819
H 2.68561 1.82008 -1.12268
H 2.59141 2.54092 1.11228
H 2.93430 4.01547 0.15774
H 2.71620 -3.15159 -0.44789
H 2.00424 -4.06488 -1.77028
H 1.96138 -4.68092 -0.11227
O -1.44954 -2.09430 1.27763
C -0.57744 -2.41437 2.18740
O 0.43840 -3.12700 1.79789
C -0.66230 -1.93194 3.59521
C -0.11901 -2.71271 4.62550
C -0.07138 -2.23340 5.92498
C -0.49235 -0.92535 6.20055
C -1.13798 -0.17996 5.19988
C -1.23251 -0.68740 3.90709
N -0.35902 -0.42403 7.52210
O 0.11332 -1.17330 8.40999
O -0.77101 0.73566 7.76915
H 0.24711 -3.71672 4.43041
H 0.33374 -2.83418 6.72907
H -1.51606 0.80389 5.47062
H -1.76583 -0.10586 3.16328
```

Calculated values
Calculated total energy = -52922.3828 eV
HOMO level = -14.65 eV
2S+1 = 1
Energy relative to the best compared isomer or geometry (same formula, charge and spin) = 114.5 kcal per mole
Net charge = +2

Here are the Löwdin charges for atoms 1 to 8, given in e:
1. P 0.9265
2. P 0.7941
3. C -0.3785
4. C -0.3247
5. H 0.1175
6. H 0.0499
7. H 0.0922
8. H 0.1092

---

2.
Entry from the OMol25 dataset: one molecule with the formula C8H8N2O at a distorted geometry (ωB97M-V/def2-TZVPD).

Structure (XYZ):
```
19
C8H8N2O (ωB97M-V/def2-TZVPD)
C -1.76654 -0.62760 0.66563
C -3.15354 -0.63984 0.53215
C -1.36856 0.64178 0.24009
C 1.87726 -0.27802 0.08798
C 1.02703 0.45000 0.79906
C 0.87413 0.63809 -1.96392
C 1.81664 -0.34292 -1.41747
C -0.07351 1.21815 0.20297
N -3.59980 0.50934 0.05365
N -2.52072 1.27572 -0.10769
O 0.57596 1.10515 -3.00343
H -1.12934 -1.40901 1.02614
H -3.84127 -1.42560 0.78351
H 2.64974 -0.86618 0.55835
H 1.11427 0.45824 1.88068
H 2.81284 -0.19157 -1.85018
H 1.46252 -1.33202 -1.73175
H 0.02036 2.28967 0.11492
H -2.62058 2.18947 -0.51693
```

Calculated values
Calculated total energy = -13450.0368 eV
HOMO level (alpha / beta) = -7.15 / -7.19 eV
2S+1 = 1
Energy relative to the best compared isomer or geometry (same formula, charge and spin) = 96.7 kcal per mole

Here are the Löwdin charges for atoms 1 to 8, given in e:
1. C -0.0353
2. C -0.1777
3. C -0.3026
4. C -0.0987
5. C -0.1357
6. C -0.1409
7. C -0.1443
8. C -0.0621

---

3.
Entry from the OMol25 dataset: a 2-piece molecular cluster, C3H11N3 overall at a distorted geometry (ωB97M-V/def2-TZVPD).

Structure (XYZ):
```
17
C3H11N3 (ωB97M-V/def2-TZVPD)
C 1.92073 -0.70050 0.01449
C 0.33503 2.27127 0.33656
C -1.86484 -0.67564 -0.14884
N 1.20493 -1.03206 -1.09699
N 0.56171 -0.26368 -0.11230
N -0.53199 -1.01984 0.50842
H 2.15541 -1.49408 0.77879
H 2.61462 0.04072 0.07512
H -0.65249 2.61411 0.30241
H 0.67145 1.93964 1.33780
H 0.73384 2.56247 -0.58868
H -1.82439 0.46635 -0.22228
H -1.78258 -1.05440 -1.16598
H -2.49623 -1.14761 0.59298
H 1.43264 -0.68883 -1.98640
H -0.42674 -1.95477 0.22251
H -0.59922 -0.88265 1.48955
```

Calculated values
<S²> = 2.01
Calculated total energy = -7731.6389 eV
HOMO level (alpha / beta) = -16.56 / -20.81 eV
2S+1 = 3
Energy relative to the best compared isomer or geometry (same formula, charge and spin) = 122.0 kcal per mole
Net charge = +2

Here are the Löwdin charges for atoms 1 to 8, given in e:
1. C -0.0079
2. C 0.0977
3. C 0.1048
4. N 0.3281
5. N 0.0541
6. N 0.1170
7. H 0.1971
8. H 0.1292

---

4.
Entry from the OMol25 dataset: a 2-piece molecular cluster, C23H32N4O2S overall (ωB97M-V/def2-TZVPD).

Structure (XYZ):
```
62
C23H32N4O2S (ωB97M-V/def2-TZVPD)
C 1.89046 -4.36308 0.85379
C 1.51137 -2.93680 1.27426
C 2.49384 -1.91855 0.71072
N 2.17451 -0.57885 1.21129
C 2.74167 0.50118 0.50100
N 3.75945 0.31571 -0.27795
C 4.21420 1.38881 -0.99286
C 5.31098 1.23736 -1.85781
C 5.76952 2.30616 -2.57804
S 7.18400 2.11832 -3.64102
C 5.15231 3.56967 -2.44968
C 4.08548 3.73434 -1.61042
C 3.59571 2.64863 -0.86635
N 2.52296 2.82313 -0.03660
C 2.09358 1.79512 0.62972
C 0.91079 1.94720 1.53791
C -0.07098 3.03249 1.12013
C -1.45049 2.86069 1.76672
N -2.03137 1.53023 1.69743
C -2.29848 1.05341 0.34472
C -3.68465 0.50953 0.10378
C -4.19994 0.57855 -1.18585
C -5.45937 0.10114 -1.49465
C -6.23566 -0.46990 -0.49469
C -5.73220 -0.56167 0.79011
C -4.46898 -0.07730 1.08564
O -3.97218 -0.29911 2.35322
H 2.56373 -4.33956 -0.00565
H 2.41789 -4.89198 1.64581
H 1.01854 -4.94268 0.56234
H 0.52082 -2.70101 0.88224
H 1.47724 -2.85378 2.36056
H 3.51549 -2.22071 0.96088
H 2.40928 -1.90629 -0.37508
H 2.46962 -0.51734 2.18086
H 5.78595 0.27018 -1.93841
H 6.51014 1.77659 -4.74286
H 5.52670 4.40793 -3.01997
H 3.59123 4.68977 -1.50039
H 1.29987 2.19739 2.53193
H 0.41967 0.98098 1.61060
H -0.17871 3.03708 0.03334
H 0.31626 4.01499 1.38980
H -1.42701 3.17684 2.81137
H -2.14061 3.54223 1.26437
H -1.48369 0.86305 2.21892
H -2.16303 1.89401 -0.33778
H -1.57149 0.29699 0.02708
H -3.60794 1.02956 -1.97340
H -5.84388 0.17885 -2.50211
H -7.22326 -0.84822 -0.71755
H -6.30494 -1.02231 1.58242
H -3.87368 0.54477 2.81038
C -1.84511 -2.99746 -1.49071
C -2.44662 -3.81946 -0.36521
O -2.27438 -3.20260 0.90453
H -0.78103 -2.83223 -1.31289
H -1.96503 -3.49870 -2.45232
H -2.33384 -2.02107 -1.55363
H -1.95679 -4.79004 -0.29235
H -3.51113 -3.99479 -0.55706
H -2.71679 -2.34740 0.86542
```

Calculated values
Calculated total energy = -45260.9557 eV
SMILES string = CCCNc1nc2cc(S)ccc2nc1CCCNCc1ccccc1O.CCO
HOMO level = -8.83 eV
2S+1 = 1
Energy relative to the best compared isomer or geometry (same formula, charge and spin) = 41.5 kcal per mole

Here are the Löwdin charges for atoms 1 to 8, given in e:
1. C -0.1001
2. C -0.2431
3. C -0.2393
4. N 0.0161
5. C -0.2562
6. N 0.1945
7. C -0.1981
8. C -0.0472

---

5.
Entry from the OMol25 dataset: a 2-piece molecular cluster, C5H14S2 overall at a distorted geometry (ωB97M-V/def2-TZVPD).

Structure (XYZ):
```
21
C5H14S2 (ωB97M-V/def2-TZVPD)
C 1.02408 3.59990 0.52939
C -0.39662 3.14042 0.73061
S -0.41749 1.36644 1.53155
C 0.46834 1.29902 3.11114
H 1.58739 3.90498 1.40838
H 1.14598 4.46584 -0.07048
H 1.54679 2.66505 -0.05236
H -1.07827 3.71561 1.46704
H -0.93759 2.86568 -0.10317
H 0.02626 1.13017 4.07035
H 1.14663 0.26783 3.06006
H 0.99782 2.17594 3.51318
C -0.96074 -1.63420 -2.51733
S 0.11336 -2.99014 -2.29463
C 0.39849 -3.26384 -0.61914
H -1.11251 -0.92047 -1.74440
H -0.84190 -1.02504 -3.44300
H -2.05670 -1.90125 -2.80669
H 1.37198 -3.19364 -0.33769
H -0.03850 -4.23744 -0.30128
H -0.09262 -2.78182 0.14129
```

Calculated values
Calculated total energy = -27079.5045 eV
SMILES string = CCSC.CSC
HOMO level = -8.19 eV
2S+1 = 1
Energy relative to the best compared isomer or geometry (same formula, charge and spin) = 74.6 kcal per mole

Here are the Löwdin charges for atoms 1 to 8, given in e:
1. C -0.1894
2. C -0.4738
3. S 0.7154
4. C -0.4880
5. H 0.0595
6. H 0.0394
7. H 0.1265
8. H 0.0914

---

6.
Entry from the OMol25 dataset: C8H18AlO5 as an isolated structure at a distorted geometry (ωB97M-V/def2-TZVPD).

Structure (XYZ):
```
32
C8H18AlO5 (ωB97M-V/def2-TZVPD)
C -2.50132 2.21007 -0.25006
O -1.14719 2.28900 -0.52444
C -2.77723 1.19833 0.85900
O -2.13521 -0.00038 0.44206
C -2.01737 -1.21821 1.18021
C -1.00075 -2.29774 0.64823
O 0.02058 -1.60596 -0.17076
C 1.09207 -2.45184 -0.52980
Al -0.30165 0.52252 -0.43842
H -3.10590 1.93603 -1.14034
H -2.91725 3.17945 0.09059
H -3.84785 1.00316 1.01279
H -2.30463 1.49036 1.80959
H -0.49102 -0.57655 1.38287
H -2.43285 -1.21828 2.18777
H -1.53880 -2.88468 -0.11794
H -0.52711 -2.75420 1.52694
H 1.94975 -2.14279 0.07558
H 0.88460 -3.50332 -0.29058
H 1.29375 -2.33081 -1.60428
O 0.48516 0.41388 1.39336
C 1.74210 1.01604 1.25908
C 2.39120 0.72886 -0.07916
O 1.39044 0.72813 -1.08652
C 1.86294 0.58379 -2.41904
H 2.40683 0.75149 2.09305
H 1.53601 2.09944 1.34081
H 2.87523 -0.26004 -0.05461
H 3.16540 1.47173 -0.31399
H 0.99455 0.52042 -3.08392
H 2.49792 1.43919 -2.68454
H 2.45760 -0.33708 -2.51354
```

Calculated values
<S²> = 0.76
Calculated total energy = -25402.1985 eV
HOMO level (alpha / beta) = -17.01 / -17.01 eV
2S+1 = 2
Net charge = +2

Here are the Löwdin charges for atoms 1 to 8, given in e:
1. C -0.2591
2. O -0.1080
3. C -0.0985
4. O -0.1222
5. C 0.0886
6. C -0.0434
7. O -0.2473
8. C -0.0049

---

- Which formula does entry 6 have?
  C8H18AlO5

---

- The highest calculated total energy belongs to which entry?
  C3H11N3